# C7H16O5Rb

A structure of composition C7H16O5Rb (ωB97M-V/def2-TZVPD, OMol25).

Computed properties:
Highest occupied orbital energy (eV): -13.76
Max |F| (eV/Å): 0.54
ΔE to the lowest compared entry with this formula, charge and spin (eV): 0.000
Net charge: +1
LUMO level (eV): -2.70

Geometry as XYZ:
```
29
Properties=species:S:1:pos:R:3:forces:R:3
Rb -1.537515 0.628659 0.234314 0.0 -0.3 0.0
C 2.660975 -3.691212 -0.697165 0.2 0.4 0.3
C 2.915180 -2.684569 0.433645 -0.2 -0.2 -0.3
O 1.649499 -1.993008 0.532890 0.1 -0.2 0.0
C 0.936287 -2.230580 -0.576283 0.3 -0.3 -0.2
O -0.115501 -1.715731 -0.821885 -0.3 0.4 0.1
O 1.547182 -3.108336 -1.384635 -0.3 0.1 0.1
H 2.377902 -4.675143 -0.332410 0.0 -0.1 0.0
H 3.503207 -3.749112 -1.378544 -0.1 -0.1 -0.1
H 3.676757 -1.956145 0.166825 0.1 0.0 0.1
H 3.135246 -3.161979 1.381936 0.0 0.1 0.1
C -0.716254 1.849829 -3.527539 0.1 0.0 0.2
C -1.890690 0.894392 -3.480868 -0.1 -0.1 -0.1
O -2.784755 1.163619 -2.385969 0.2 0.1 0.2
H -0.992349 2.845499 -3.875204 -0.1 0.0 -0.1
H 0.069305 1.460172 -4.174007 0.0 0.0 -0.1
H -0.273098 1.967425 -2.531773 0.0 -0.1 -0.1
H -1.551289 -0.130626 -3.332515 0.0 0.0 0.1
H -2.453798 0.913668 -4.416164 0.0 0.0 0.0
H -3.201884 2.017903 -2.534129 -0.1 0.0 -0.1
C -0.722692 2.662524 3.263968 0.1 -0.4 0.1
C -0.767383 1.378104 4.061685 0.0 0.1 0.2
O -1.029724 0.301523 3.145689 0.2 0.0 0.0
H -0.813032 3.524930 3.918977 0.0 0.1 -0.1
H -1.559506 2.650448 2.565549 -0.1 0.3 0.0
H 0.216723 2.724554 2.714493 0.0 0.1 -0.1
H -1.551590 1.409890 4.822615 -0.1 0.0 -0.1
H 0.182103 1.227368 4.582295 0.0 -0.1 -0.1
H -0.909306 -0.524059 3.624221 0.0 -0.1 -0.1
```
Forces are in eV/Å.

Results of the Löwdin charge analysis, in e, for atoms 1 through 8: number 1, Rb, carries 1.013; number 2, C, carries -0.083; number 3, C, carries -0.074; number 4, O, carries 0.063; number 5, C, carries -0.585; number 6, O, carries 0.047; number 7, O, carries 0.083; number 8, H, carries 0.137